# 1
This record from the OMol25 dataset describes a molecular structure, C39H57BBaN12Si4. The level of theory is ωB97M-V/def2-TZVPD.

Geometry as XYZ:
```
114
Properties=species:S:1:pos:R:3:forces:R:3:lowdin_spin:R:1
Ba 0.4946 1.5794 -1.6425 -0.08 -0.61 0.56 0.00
Si -0.9378 -2.2651 3.1438 -0.99 0.27 -0.34 0.57
Si 0.5167 -1.9967 4.9129 0.87 -0.76 -1.33 0.09
Si -3.2058 -1.6066 3.3561 0.17 -0.29 0.84 0.09
Si -0.8454 -4.1505 1.7639 0.15 0.36 1.21 0.07
N -0.3235 4.0654 -0.5452 0.62 -0.85 -1.25 0.00
N -0.9035 1.6951 0.9780 -1.41 1.12 0.14 0.01
N 3.3706 -0.8370 -1.1836 -0.44 -0.33 0.74 0.00
N 2.2502 -1.1578 -3.4618 -0.16 0.20 0.71 0.00
N -1.1339 1.5399 -3.9094 -0.23 -0.43 -0.72 0.00
N 0.9628 -0.7843 -3.1691 0.80 -0.81 -0.30 0.00
N 5.8183 -1.2038 -2.7495 -0.21 0.20 -1.48 0.00
N 3.2463 1.1021 -2.8077 0.61 0.96 -0.24 0.00
N -2.4391 2.4976 -1.4905 -0.31 -0.76 0.28 0.00
N 4.6898 -0.8418 -3.4256 -0.62 0.50 0.64 0.00
N 2.3884 1.8091 -3.5751 -0.98 0.18 -0.47 0.00
N 2.3883 -0.3063 -0.3788 -0.39 0.69 -0.54 0.00
C -2.5796 0.8587 -6.1354 -1.63 0.09 -1.37 0.00
C 3.9987 -1.8325 -0.5006 -0.73 0.99 0.27 0.00
C -1.2073 0.8585 -6.2140 0.75 -0.13 0.09 0.00
C 4.2187 1.9429 -2.3753 0.89 -0.94 0.87 0.00
C 2.2938 -2.3908 -4.0588 -0.53 1.56 0.36 0.00
C 0.7355 -3.9712 0.7801 0.50 0.04 0.27 0.01
C -0.4943 1.1987 -5.0743 -2.20 0.22 0.69 0.00
C -1.4088 4.6995 -0.9189 -1.79 -0.23 -0.29 0.00
C -2.3813 -4.3226 0.7532 0.34 -0.09 -2.01 0.00
C 3.4530 -1.8672 0.7613 0.65 -1.30 0.71 0.00
C -0.9066 -5.6106 2.9688 1.52 -0.92 -0.61 0.03
C -0.1589 1.7927 2.0717 1.38 -0.36 0.23 0.01
C -3.3175 -0.0318 4.4171 -0.19 0.47 0.31 0.00
C -0.1887 -1.0040 6.2669 0.68 0.01 2.85 0.00
C 0.4536 6.0131 0.5881 -0.05 -1.06 -0.86 0.00
C -0.4884 2.4955 3.2201 -1.33 1.00 0.06 0.00
C 2.1306 -1.1537 4.2942 -1.14 -1.17 -0.70 0.01
C -2.4720 3.1638 2.1043 0.51 -0.75 0.27 0.00
C -3.0321 2.2852 -0.1515 0.03 -2.46 -0.86 0.00
C -1.6731 5.9923 -0.5268 0.48 -0.46 -0.29 0.00
C -2.4882 1.5310 -3.8479 0.41 -0.21 -0.75 0.00
C 0.5983 4.6907 0.1277 1.33 0.72 1.92 0.00
C 6.7602 -1.1559 -3.6862 0.19 -0.05 0.60 0.00
C 6.2594 -0.7235 -4.9231 1.45 0.40 -1.45 0.00
C 2.7553 3.0951 -3.5415 0.64 -0.25 0.55 0.00
C -4.4092 -2.8974 4.1242 1.24 -0.01 -1.18 0.02
C 0.2169 -1.7634 -3.6339 1.68 -1.18 -0.51 0.00
C 1.0575 -3.7790 5.3932 -0.34 1.17 -0.32 0.03
C -1.6811 3.2287 3.2467 0.94 -0.16 -0.06 0.00
C -3.1677 1.6484 -2.4850 0.11 1.95 -0.95 0.00
C 1.0123 -2.8232 -4.1973 -1.30 0.76 -0.31 0.00
C 4.9288 -0.4871 -4.7363 0.48 -0.94 1.50 0.00
C -3.9041 -1.1784 1.6804 0.31 1.29 -0.69 0.01
C -2.0877 2.4063 1.0136 1.04 -0.68 0.21 0.00
C 2.4395 -0.9385 0.7946 0.37 0.60 -0.97 0.01
C -3.2722 1.2312 -4.9820 2.12 -0.14 0.28 0.00
C 3.9399 3.2213 -2.7823 0.35 0.90 -0.02 0.00
C -2.4205 3.9335 -1.7858 0.05 -0.13 0.24 0.00
C -0.6907 6.6545 0.1897 -0.58 0.58 -0.26 0.00
B 3.3962 -0.4693 -2.6946 0.01 -0.15 -0.51 0.00
H -2.1252 4.0278 -2.8211 0.02 0.26 -0.45 0.00
H 7.7818 -1.4119 -3.4359 -0.13 0.00 -0.05 0.00
H -3.3666 1.1842 -0.1679 0.25 1.60 0.27 0.00
H 2.8024 -1.1472 5.1275 0.71 0.23 0.36 0.00
H 5.0898 1.5163 -1.8397 -0.76 0.49 -0.31 0.00
H 1.5527 -3.8398 1.5331 -0.54 0.17 -0.65 0.00
H -5.4054 -2.4918 4.0678 -0.52 -0.02 -0.05 0.00
H -4.2143 1.9732 -2.6671 0.37 0.24 0.17 0.00
H 1.1948 6.5235 1.1614 0.47 0.06 0.20 0.00
H -3.3038 -4.3148 1.3284 -0.02 -0.17 -0.01 0.00
H -0.4823 0.0178 6.0934 -0.12 0.35 -0.56 0.00
H -3.4188 4.4067 -1.6494 0.35 -0.27 -0.17 0.00
H 0.6729 -0.9016 7.0276 -1.13 -0.20 -0.86 0.00
H 4.7829 -2.3877 -0.9347 0.62 -0.36 -0.36 0.00
H -2.4280 -3.5108 -0.0296 -0.06 -0.81 0.70 0.00
H 0.1836 -4.4284 5.5507 0.55 0.13 0.25 0.00
H 0.6453 -3.6289 -4.8215 0.12 -0.07 0.45 0.00
H -4.3303 1.2333 -4.9510 -0.83 0.01 0.08 0.00
H -2.9312 -0.1721 5.4538 -0.32 -0.04 -0.69 0.00
H 3.7102 -2.5125 1.5923 0.19 -0.01 -0.32 0.00
H -3.1456 0.5966 -7.0705 0.45 0.24 1.15 0.00
H -3.2940 0.6432 -2.1558 0.31 -0.78 0.84 0.00
H -4.9783 -1.0379 1.8501 -0.01 -0.16 -0.32 0.00
H 2.1824 3.9095 -3.9923 0.12 -0.62 -0.10 0.00
H 0.5587 1.1339 -5.0462 1.02 0.22 0.20 0.00
H -0.9986 -6.5393 2.3690 0.03 0.29 0.20 0.01
H 4.5537 4.1206 -2.5975 -0.58 -0.74 -0.16 0.00
H -0.6936 0.5647 -7.1415 -0.26 0.18 0.60 0.00
H 0.0208 -5.7500 3.5789 -0.73 0.25 -0.45 0.00
H -3.7103 -1.8945 0.8536 -0.22 0.53 0.60 0.00
H 4.1383 -0.1585 -5.3770 -0.18 0.14 -0.16 0.00
H -3.9227 2.9061 -0.0626 -0.11 0.09 0.41 0.00
H -3.4493 3.5540 2.0858 -0.92 0.89 -0.02 0.00
H -0.8229 -1.7181 -3.5835 -1.54 0.11 0.09 0.00
H -3.5067 -0.1436 1.4093 -0.34 -1.34 0.16 0.00
H 6.8953 -0.5577 -5.8224 -0.90 -0.21 0.82 0.00
H 1.6665 -4.1509 4.5613 -0.17 -0.08 0.11 0.00
H 1.9607 -0.1666 3.8798 0.08 0.29 0.15 0.00
H 3.2181 -2.7513 -4.4305 0.58 -0.44 -0.03 0.00
H -4.3715 0.3398 4.4941 0.73 -0.31 -0.04 0.00
H -2.2424 -5.3025 0.1947 -0.51 1.00 0.58 0.00
H 2.5278 -1.7946 3.4758 -0.03 0.39 0.63 0.00
H 1.4885 4.0898 0.4056 -0.44 0.50 -0.16 0.00
H -0.8319 7.7033 0.3488 -0.02 0.42 0.53 0.00
H -2.5996 6.4325 -0.8305 -0.25 0.48 -0.04 0.00
H 1.7162 -3.6474 6.2505 -0.11 -0.50 0.30 0.00
H 1.0094 -4.8584 0.2279 0.00 -0.43 -0.29 0.00
H 1.8068 -0.7195 1.6405 -0.23 0.21 -0.29 0.01
H 0.7343 -3.1295 0.0553 -0.01 -0.35 0.64 0.00
H -2.7157 0.7863 3.9713 -0.28 -0.43 0.14 0.00
H -1.7515 -5.6064 3.6322 -0.46 0.28 0.33 0.00
H -1.0194 -1.4714 6.8395 0.47 0.09 -0.47 0.00
H 0.1332 2.5298 4.0903 0.55 -0.19 0.12 0.00
H 0.8636 1.3507 2.0664 -0.94 -0.08 -0.27 0.00
H -4.1485 -3.0819 5.1418 0.12 -0.10 0.88 0.00
H -4.3277 -3.8658 3.5951 -0.28 0.46 0.14 0.00
H -1.9095 3.8699 4.1143 -0.15 -0.55 -0.55 0.00
```
Positions in Å, forces in eV/Å.

## Properties
- HOMO level (spin up / spin down) (eV) = -8.6 / -10.1
- 2S+1 = 2
- calculated total energy (hartree) = -3385.73255
- LUMO energy (spin up / spin down) (eV) = -2.36 / -2.53
- net charge = +1
- Kohn-Sham gap (spin up / spin down) (eV) = 6.2 / 7.6
- ΔE to the lowest compared entry with this formula, charge and spin (kJ/mol) = 22.86
- largest force on an atom (eV/Å) = 2.93


# 2
This record from the OMol25 dataset describes 6 unconnected molecules or ions with the total composition C39H58N2O15. The level of theory is ωB97M-V/def2-TZVPD.

Geometry as XYZ:
```
114
Properties=species:S:1:pos:R:3:forces:R:3:lowdin_charge:R:1
O 1.1600 -9.4327 -2.5156 0.01 -0.06 -0.08 0.07
O 1.0385 -7.5569 -3.7573 0.45 -0.12 0.30 0.15
O 2.4724 -9.2084 -4.3029 -0.04 0.06 0.20 0.09
O 1.5060 -4.8549 -1.0240 0.08 0.09 -0.03 0.07
O 3.9077 3.4810 5.7943 0.06 -0.04 -0.09 0.06
O -4.1416 -8.9163 -6.0965 -0.01 -0.04 -0.02 0.15
O 0.6332 -4.1930 -2.9959 0.32 0.36 0.10 0.15
O 4.7678 4.4885 3.9999 -0.08 0.03 0.24 0.09
O 2.7535 0.4252 3.3410 -0.01 -0.04 0.08 0.05
O -1.9163 -8.5686 -6.1689 -0.02 0.13 0.01 0.06
O 1.5972 -2.7033 -1.6006 -0.20 -0.22 -0.12 0.08
O 2.5738 4.7194 4.4650 -0.07 -0.05 0.00 0.16
O 1.4427 -0.7733 4.6945 0.26 0.26 -0.08 0.09
O 3.3900 -1.6433 3.9693 0.09 0.02 -0.03 0.15
O -3.1479 -7.4893 -4.6619 0.09 -0.22 -0.04 0.08
N -3.1178 1.2087 2.2414 0.46 0.53 -0.15 0.14
N -1.7529 3.7141 2.1146 -0.06 -0.33 -0.04 0.15
C 7.0188 3.5567 3.9052 -0.15 -0.02 -0.30 -0.02
C -4.6922 6.7189 1.1078 0.46 0.69 0.03 -0.21
C -1.7648 -7.2871 -4.2730 0.05 0.59 0.00 -0.31
C -2.2953 1.5391 1.1973 -0.01 -0.37 -0.39 -0.21
C 3.6454 4.2792 4.7288 -0.04 -0.01 -0.13 -0.57
C -0.5866 0.5862 4.7391 -0.13 -0.36 0.02 -0.02
C -1.0907 5.4934 -0.4768 0.29 0.02 0.02 -0.19
C 1.7437 -10.7195 -2.7691 0.00 -0.02 0.20 -0.09
C -1.6066 2.7702 1.1369 -0.03 0.24 -0.03 -0.17
C -3.9637 7.8481 1.8690 0.57 -0.75 0.05 -0.24
C -0.7743 3.0608 0.0209 0.71 -0.10 -0.43 -0.16
C -3.1651 -8.3774 -5.6809 -0.08 0.06 0.04 -0.58
C -1.5464 -5.9100 -3.6994 -0.53 -0.09 -0.06 -0.03
C 1.5145 -8.6256 -3.5434 0.06 0.10 0.02 -0.54
C 1.9571 -2.7687 -0.2120 0.42 0.39 0.25 -0.33
C 1.1895 -3.9421 -1.9775 0.08 0.03 0.05 -0.54
C 2.6084 -0.7464 4.0078 -0.12 -0.23 -0.06 -0.58
C -3.8352 5.3830 -2.4788 0.09 -1.15 0.57 -0.20
C 2.9660 -10.3500 -3.5746 0.12 -0.39 -0.23 -0.33
C -2.6281 7.3631 2.4925 -0.26 0.34 0.06 -0.10
C -0.6277 2.1349 -0.9923 -0.45 0.18 0.97 0.01
C 5.8848 4.0230 4.7823 0.36 -0.21 -0.20 -0.33
C -4.2865 6.7250 -0.3741 -0.81 -0.58 0.24 -0.22
C -2.5445 3.3824 3.0957 0.20 0.19 -0.16 -0.13
C -3.2020 2.1346 3.1537 -0.51 -0.26 0.42 -0.14
C -1.0730 -7.5504 -5.5907 -0.29 -0.17 -0.20 -0.08
C 0.9168 0.5742 4.6933 -0.47 0.03 -0.04 -0.31
C 3.0216 -1.7539 0.1201 0.08 0.12 -0.14 -0.01
C -0.0776 4.3922 -0.0630 -0.83 0.46 0.08 -0.13
C -1.3254 0.9046 -0.9381 0.01 -0.31 -0.15 -0.25
C -4.3962 5.3495 -1.0352 0.06 0.77 -0.70 -0.21
C -1.2385 -0.0953 -2.0711 -0.23 0.88 0.05 -0.03
C -2.4276 4.7804 -2.5978 -0.19 0.66 -0.32 -0.20
C 1.4868 1.1026 3.4031 0.13 0.31 -0.08 -0.08
C 5.2238 2.9400 5.6010 0.02 -0.02 0.20 -0.09
C -1.3052 5.6339 -1.9902 -0.01 -0.61 0.24 -0.18
C 3.4683 -11.4254 -4.5041 -0.12 0.11 -0.29 -0.02
C 2.3895 -4.2087 -0.0923 -0.15 -0.15 0.05 -0.09
C -2.1366 0.6265 0.1332 0.13 0.00 -0.03 0.01
H -1.0065 0.1498 3.8316 0.02 0.04 -0.03 0.08
H -1.7079 -5.1404 -4.4565 0.04 -0.04 -0.04 0.09
H -4.4847 4.7262 -3.0597 -0.05 0.23 -0.35 0.10
H -1.5189 -8.0487 -3.5294 0.02 -0.08 -0.08 0.15
H -2.6166 7.5271 3.5696 0.00 -0.06 0.07 0.06
H -2.2024 4.6754 -3.6620 -0.04 -0.10 -0.07 0.11
H 0.0108 2.3925 -1.8259 0.02 -0.16 -0.14 0.12
H -2.4583 6.3033 2.3156 0.12 -0.04 -0.08 0.03
H 0.2894 4.6919 0.9153 0.24 -0.22 0.08 0.11
H -4.4293 5.7579 1.5514 -0.10 -0.10 0.12 0.09
H -3.8676 6.3881 -2.8963 -0.08 0.09 -0.04 0.11
H 0.7443 4.3546 -0.7746 0.13 -0.06 0.01 0.11
H -5.4508 5.0819 -1.1079 -0.09 -0.06 0.26 0.11
H 1.0502 -2.5766 0.3705 0.00 -0.09 0.01 0.16
H -2.6788 -0.3091 0.1654 -0.08 -0.03 0.10 0.12
H -3.6994 8.6122 1.1416 -0.37 0.37 0.08 0.09
H -3.9029 4.5743 -0.4482 0.04 -0.06 0.04 0.09
H -0.5402 -5.8049 -3.3132 -0.15 -0.19 -0.11 0.04
H 3.7745 -10.0017 -2.9257 -0.05 0.04 0.05 0.16
H 4.1994 -11.0186 -5.2017 0.08 0.00 0.09 0.09
H 3.9583 -1.9889 -0.3874 -0.02 -0.06 0.00 0.09
H -0.3686 5.3461 -2.4740 0.09 0.14 -0.08 0.10
H 2.7199 -0.7584 -0.2060 -0.09 0.00 0.09 0.09
H 5.1298 1.9995 5.0524 0.08 0.03 -0.07 0.14
H -2.0112 5.2663 0.0508 -0.18 0.14 -0.04 0.07
H -0.0636 -7.9034 -5.4937 0.07 -0.23 -0.15 0.11
H -2.2570 -5.7192 -2.8924 0.03 -0.09 0.03 0.09
H 7.8907 3.3098 4.5105 -0.01 0.02 0.03 0.09
H -3.8245 1.9278 4.0175 -0.09 -0.05 0.01 0.11
H -1.0871 -6.6819 -6.2545 -0.07 0.09 0.13 0.14
H -5.7672 6.8630 1.2103 -0.11 -0.21 -0.12 0.11
H 0.8996 0.8029 2.5300 -0.10 0.00 0.08 0.14
H 3.2055 -1.7318 1.1953 -0.01 -0.01 0.00 0.08
H -1.4795 6.6792 -2.2471 -0.05 0.06 -0.05 0.11
H -3.2974 7.1560 -0.5195 0.17 -0.07 0.10 0.10
H 2.6520 -11.8412 -5.0963 -0.03 0.01 0.04 0.09
H -0.7546 6.4477 -0.0700 0.14 0.04 -0.01 0.11
H 1.3405 1.0942 5.5566 0.06 0.01 -0.04 0.16
H -0.9467 1.6107 4.8310 0.04 0.01 0.02 0.08
H -4.5848 8.2716 2.6538 -0.14 0.15 -0.09 0.09
H 2.2736 -4.6185 0.9076 -0.17 -0.12 -0.08 0.14
H -2.2353 -0.1722 -2.5030 -0.05 -0.33 -0.05 0.09
H -0.9619 0.0023 5.5795 0.06 0.11 0.09 0.09
H 1.6151 2.1835 3.3990 0.22 -0.04 0.00 0.14
H 5.7114 2.7560 6.5549 -0.17 0.09 0.09 0.14
H 1.9734 -11.2315 -1.8383 -0.07 0.18 0.10 0.14
H 3.4156 -4.3654 -0.4330 0.03 0.12 0.03 0.14
H -2.6966 4.1039 3.8893 0.01 0.06 0.06 0.11
H 6.7304 2.6746 3.3318 -0.03 -0.02 0.05 0.09
H 1.0279 -11.3121 -3.3431 0.08 -0.04 -0.07 0.14
H -0.8957 -1.0676 -1.7344 0.07 -0.12 -0.10 0.07
H 7.2947 4.3316 3.1909 0.06 0.06 0.10 0.09
H -1.7905 7.9294 2.0908 0.16 -0.12 -0.04 0.06
H -0.6041 0.3033 -2.8585 0.25 -0.25 -0.03 0.08
H 3.9337 -12.2309 -3.9368 0.01 0.02 0.03 0.09
H -2.4757 3.7727 -2.1875 0.25 -0.06 0.13 0.10
H 6.2118 4.8521 5.4161 -0.07 -0.01 0.05 0.16
H -4.9974 7.3646 -0.9016 0.19 0.27 -0.11 0.12
```
Positions in Å, forces in eV/Å.

## Properties
- HOMO level (eV) = -8.8
- calculated total energy (hartree) = -2759.08552
- LUMO energy (eV) = -0.38
- net charge = 0
- Kohn-Sham gap (eV) = 8.4
- ΔE to the lowest compared entry with this formula, charge and spin (kJ/mol) = 0.00
- largest force on an atom (eV/Å) = 1.29